No. 1
DFT (the ωB97M-V functional and the def2-TZVPD basis) results for 2 unconnected molecules or ions with the total composition C20H25NO5.

The geometry in XYZ format:
```
51
Properties=species:S:1:pos:R:3
H -2.76987 3.15663 -0.91021
N -2.02577 3.41005 -1.56791
C -1.08423 2.57116 -1.46841
C -1.05481 1.37044 -0.51123
C 0.29071 0.66731 -0.56215
C 0.26421 -0.64934 -0.94960
C 1.39804 -1.42942 -1.07379
C 1.24767 -2.86573 -1.52691
C 0.26079 -3.70086 -0.71580
O -0.56025 -3.27751 0.06537
C 2.60687 -0.82548 -0.80528
C 2.65845 0.51223 -0.40032
C 1.51516 1.28105 -0.25007
C 1.58036 2.72770 0.22841
C 0.64819 3.03598 1.44402
C 1.43635 3.47062 2.68952
O -0.39000 3.96004 1.16040
C 4.04028 1.08021 -0.13576
O 4.36586 2.22672 -0.36163
C 5.04409 0.09006 0.40464
C 4.98538 -1.17750 0.02921
C 3.90294 -1.58347 -0.94371
O 4.12586 -2.43730 -1.77857
H -0.19792 2.73607 -2.09688
H -1.84416 0.67027 -0.80730
H -1.31550 1.75030 0.48098
H -0.68624 -1.11618 -1.18830
H 2.18566 -3.42094 -1.58966
H 0.84379 -2.83929 -2.55371
H 0.29337 -4.79991 -0.90450
H 1.31253 3.34656 -0.64153
H 2.58443 3.03932 0.51298
H 0.15269 2.09536 1.72454
H 2.28817 2.81513 2.89552
H 0.74665 3.35342 3.53781
H 1.70287 4.53214 2.66364
H -0.26632 4.35326 0.29164
H 5.84129 0.39490 1.08055
H 5.69097 -1.93408 0.36248
C -4.22811 -2.30071 1.65319
C -4.30497 -1.65830 0.27702
C -4.96762 -2.58459 -0.73097
O -2.99056 -1.32369 -0.16890
H -3.62997 -3.21524 1.61864
H -3.74362 -1.62840 2.36246
H -5.22195 -2.54855 2.02993
H -4.86562 -0.72402 0.33924
H -4.39320 -3.50880 -0.84048
H -5.00782 -2.11388 -1.71444
H -5.98330 -2.84087 -0.42533
H -2.48185 -2.14287 -0.22882
```

Total energy in Eh: -1208.009227
Energy above the lowest of the compared OMol25 structures with the same formula, charge and spin in kJ/mol: 370.1
Structure (SMILES): [H]/N=C\Cc1cc(CC=O)c2c(c1C[C@@H](C)O)C(=O)C=CC2=O.CC(C)O
Orbital gap in eV: 8.6
Net charge: 0

---

No. 2
DFT (the ωB97M-V functional and the def2-TZVPD basis) results for a molecular structure, C20H25O5STi.

The geometry in XYZ format:
```
52
Properties=species:S:1:pos:R:3
Ti 0.09616 0.22257 0.11980
C 0.00168 -0.47284 3.15906
O -0.44103 -0.93184 1.87735
C -1.83669 -1.20374 1.81273
C -2.09228 -1.77528 0.43084
O -1.53623 -0.90569 -0.57387
C -2.47197 -0.16793 -1.36434
C -3.04163 1.01648 -0.58837
O -2.02078 1.53048 0.24635
C -2.09108 2.93327 0.45999
H -0.10464 -1.27534 3.89227
H -0.57669 0.39906 3.47332
H 1.04614 -0.19238 3.05383
H -2.40453 -0.28140 1.97443
H -2.11601 -1.94025 2.57122
H -3.15721 -1.93520 0.26006
H -1.56975 -2.72677 0.33734
H -3.27136 -0.82481 -1.71364
H -1.90738 0.19118 -2.22076
H -3.90406 0.71764 0.02054
H -3.36708 1.76958 -1.31010
H -2.15700 3.46393 -0.49217
H -1.17287 3.21390 0.96625
H -2.95753 3.18659 1.07783
O 2.66740 0.97780 1.40713
C 1.86276 1.66654 0.80591
O 0.57261 1.62549 1.11906
C 2.24599 2.64166 -0.25443
C 3.29008 3.53143 -0.01694
C 3.62585 4.48953 -0.95454
C 2.92772 4.54937 -2.15572
C 1.91601 3.64615 -2.42085
C 1.55778 2.67696 -1.47736
S 0.29536 1.53045 -1.89037
H 3.83406 3.46793 0.91755
H 4.42775 5.18875 -0.75703
H 3.18215 5.30596 -2.88788
H 1.38638 3.65974 -3.36463
C 1.49085 -1.24941 -0.46930
C 0.96705 -2.62605 -0.41804
C 1.07479 -3.41006 0.74109
C 0.52144 -4.67781 0.81208
C -0.14727 -5.21820 -0.27971
C -0.23599 -4.47575 -1.45066
C 0.31096 -3.20431 -1.51645
H 1.76901 -0.97307 -1.48699
H 2.35212 -1.13169 0.18773
H 1.59970 -2.99841 1.59636
H 0.62220 -5.26447 1.71787
H -0.57226 -6.21217 -0.22093
H -0.72539 -4.89885 -2.32010
H 0.23469 -2.62876 -2.43281
```

⟨S²⟩: 0.755
Multiplicity: 2
Total energy in Eh: -2400.985180
Energy above the lowest of the compared OMol25 structures with the same formula, charge and spin in kJ/mol: 39.1
Orbital gap (spin up / spin down) in eV: 7.3 / 7.5
Net charge: 0

---

No. 3
DFT (the ωB97M-V functional and the def2-TZVPD basis) results for a single C20H26BrNO4 molecule.

The geometry in XYZ format:
```
52
Properties=species:S:1:pos:R:3
C 3.00275 -0.77817 2.49195
C 1.56499 -0.41414 2.85036
O 0.69509 -0.42882 1.73853
C 0.76859 0.65427 0.85126
O -0.50967 1.23162 0.74101
C -1.39744 0.51604 -0.03346
C -2.83267 0.91614 0.11664
O -3.70157 0.42526 -0.57976
N -3.02240 1.84221 1.07841
C -4.26332 2.43700 1.47337
C -5.32869 2.76280 0.46867
C -5.54531 1.65854 1.46121
C -1.04312 -0.45564 -0.87337
C 0.37698 -0.87292 -1.08660
C 0.69449 -2.22141 -0.47719
C 1.90370 -2.83413 -0.78791
C 2.25731 -4.04280 -0.21780
C 1.38337 -4.64572 0.66959
Br 1.86932 -6.30378 1.47816
C 0.16688 -4.06545 0.98021
C -0.17197 -2.85536 0.40286
C 1.30935 0.21824 -0.52206
C 1.40876 1.42500 -1.46180
C 2.35453 1.17481 -2.63618
C 2.45104 2.38445 -3.57180
O 1.29594 2.58297 -4.34680
H 3.01939 -1.72628 1.95986
H 3.59177 -0.87141 3.39994
H 3.45353 -0.01382 1.86249
H 1.15022 -1.16437 3.52760
H 1.53315 0.56705 3.34512
H 1.39752 1.45485 1.27215
H -2.19375 2.14363 1.56827
H -4.10751 3.13613 2.28571
H -5.86949 3.68943 0.58487
H -5.15133 2.46990 -0.55287
H -6.23779 1.81060 2.27484
H -5.50893 0.65072 1.08255
H -1.82067 -0.95506 -1.42851
H 0.55519 -0.95380 -2.16563
H 2.58307 -2.36341 -1.48464
H 3.19946 -4.51109 -0.45910
H -0.50688 -4.55096 1.66937
H -1.11365 -2.39297 0.65223
H 2.30752 -0.19764 -0.35971
H 0.40733 1.66735 -1.82580
H 1.77317 2.28767 -0.89603
H 2.01493 0.31928 -3.22227
H 3.35318 0.95252 -2.25524
H 2.68438 3.28650 -2.98634
H 3.25484 2.22696 -4.29486
H 0.54439 2.72721 -3.76148
```

Total energy in Eh: -3707.405868
Energy above the lowest of the compared OMol25 structures with the same formula, charge and spin in kJ/mol: 17.9
Structure (SMILES): CCO[C@@H]1OC(C(=O)NC2CC2)=C[C@H](c2ccc(Br)cc2)[C@H]1CCCO
Orbital gap in eV: 9.3
Net charge: 0

---

No. 4
DFT (the ωB97M-V functional and the def2-TZVPD basis) results for a single C20H26ClN5O2S molecule.

The geometry in XYZ format:
```
55
Properties=species:S:1:pos:R:3
C -3.31476 -2.01079 2.00801
C -3.75577 -2.10422 0.54966
N -2.82158 -1.43418 -0.31598
C -1.87858 -1.94994 -1.16192
C -1.68591 -3.39182 -1.45660
C -0.78861 -4.05168 -0.39435
N 0.48832 -3.39062 -0.31665
C 0.71256 -2.37240 0.55147
O -0.05503 -2.09467 1.45276
C 2.02764 -1.69765 0.35517
C 2.78827 -1.37553 1.47417
C 4.03389 -0.79471 1.33309
C 4.51158 -0.51617 0.06139
Cl 6.06662 0.20908 -0.12643
C 3.74701 -0.79220 -1.06279
C 2.50643 -1.38474 -0.91353
N -1.17522 -0.98740 -1.68859
N -1.63404 0.18294 -1.21004
C -2.61945 -0.08759 -0.39176
S -3.64250 1.04742 0.43168
C -3.33403 2.55088 -0.54925
C -2.15655 3.36261 -0.01193
O -2.32629 4.42235 0.55547
N -0.96732 2.79283 -0.24279
C 0.27427 3.38586 0.18935
C 1.12762 2.41128 1.03132
C 2.47466 2.30411 0.31123
C 2.58186 3.60413 -0.48028
C 1.16197 3.79205 -0.99961
H -3.43499 -0.99327 2.37048
H -3.91915 -2.67415 2.61991
H -2.26587 -2.28229 2.10515
H -4.73555 -1.63152 0.42241
H -3.82113 -3.14756 0.23308
H -2.64756 -3.90592 -1.49716
H -1.20595 -3.46725 -2.43385
H -0.63642 -5.10612 -0.63796
H -1.24891 -3.97167 0.59326
H 1.11125 -3.49737 -1.10130
H 2.39331 -1.59437 2.45436
H 4.63113 -0.55689 2.19900
H 4.12052 -0.54059 -2.04306
H 1.89359 -1.56008 -1.78590
H -3.16877 2.23793 -1.57889
H -4.24444 3.14315 -0.46353
H -0.93099 1.89480 -0.72572
H -0.00314 4.26647 0.77560
H 0.64040 1.43968 1.11239
H 1.25887 2.80364 2.03892
H 3.30360 2.16224 1.00266
H 2.45863 1.46106 -0.37961
H 3.31876 3.54779 -1.28017
H 2.85016 4.42796 0.18261
H 0.95749 4.80721 -1.33450
H 0.97809 3.10788 -1.83044
```

Total energy in Eh: -2060.429343
Energy above the lowest of the compared OMol25 structures with the same formula, charge and spin in kJ/mol: 2.6
Structure (SMILES): CCn1c(CCNC(=O)c2ccc(Cl)cc2)nnc1SCC(=O)NC1CCCC1
Orbital gap in eV: 9.1
Net charge: 0

---

No. 5
DFT (the ωB97M-V functional and the def2-TZVPD basis) results for a molecular structure, C20H26FI2N3O4RhS.

The geometry in XYZ format:
```
58
Properties=species:S:1:pos:R:3
Rh 3.28122 -2.82449 1.13144
C -3.65922 -2.02363 -2.13782
C -2.40636 -1.96397 -2.99953
N -1.18742 -1.76372 -2.18474
C -0.43313 -2.81513 -1.89951
C 0.65440 -2.78467 -1.05288
C 1.39317 -4.06758 -0.88872
O 1.12371 -5.01801 -1.56380
O 2.31892 -4.11366 0.05776
C 1.00939 -1.60301 -0.41663
O 1.97915 -1.45004 0.43023
C 0.22886 -0.43920 -0.76088
C 0.53543 0.81639 -0.21055
C -0.18352 1.91947 -0.54167
F 0.18612 3.08939 0.00021
C -1.27149 1.87885 -1.45057
C -1.58318 0.62728 -1.96729
C -0.85838 -0.52574 -1.64595
N -1.99923 3.00659 -1.80399
C -2.60545 3.15602 -3.11910
C -4.06244 3.60037 -3.00293
N -4.20543 4.62388 -1.89513
C -2.89646 5.29380 -1.60176
C -1.91887 4.26501 -1.04475
H -4.53478 -2.12590 -2.77737
H -3.77582 -1.13086 -1.52288
H -3.62692 -2.89062 -1.47804
H -2.46490 -1.17970 -3.75139
H -2.28477 -2.90256 -3.53434
H -0.68726 -3.75641 -2.37176
H 1.36879 0.91247 0.47059
H -2.42267 0.53973 -2.63720
H -2.57151 2.23211 -3.68466
H -2.04039 3.88986 -3.70115
H -4.73086 2.77221 -2.78015
H -4.37819 4.05182 -3.94160
H -4.53433 4.16614 -1.04322
H -4.91648 5.31283 -2.14762
H -3.04432 6.08430 -0.86997
H -2.54546 5.74339 -2.52705
H -2.15462 4.06329 0.00150
H -0.92803 4.71937 -1.07438
O 4.17434 -3.17220 2.91176
S 4.89982 -2.80599 4.24389
C 3.63754 -2.95496 5.53953
C 2.99727 -1.58261 5.70115
C 4.13231 -0.57398 5.54364
C 4.89322 -0.98142 4.28561
H 4.18983 -3.26197 6.42994
H 2.95919 -3.75455 5.24519
H 2.52345 -1.49676 6.67746
H 2.23126 -1.42505 4.93930
H 4.79312 -0.60299 6.41106
H 3.76207 0.44585 5.45070
H 5.92138 -0.62771 4.24578
H 4.37049 -0.69095 3.37180
I 5.36138 -2.66158 -0.53587
I 5.98605 -5.23876 -0.52174
```

Total energy in Eh: -2445.959178
Energy above the lowest of the compared OMol25 structures with the same formula, charge and spin in kJ/mol: 43.3
Orbital gap (spin up / spin down) in eV: 5.5 / 5.6
Net charge: +3

---

No. 6
DFT (the ωB97M-V functional and the def2-TZVPD basis) results for a molecular structure, C20H26HgN3OSSe2.

The geometry in XYZ format:
```
54
Properties=species:S:1:pos:R:3
Hg 2.75344 2.24886 -1.95206
O 0.51549 1.76983 -2.65766
N -0.35367 2.82155 -2.65794
C -1.66805 2.49742 -3.04857
C -2.64900 3.45468 -3.07070
C -2.37768 4.77652 -2.71792
C -1.00101 5.08355 -2.38091
C -0.01348 4.12744 -2.37351
S 1.67573 4.53852 -2.05586
H -1.79311 1.46955 -3.34209
H -3.64436 3.14727 -3.38113
H -3.14505 5.53926 -2.72332
H -0.69897 6.09426 -2.13706
Se 4.84352 1.02182 -2.15684
C 3.06143 -3.69948 2.24964
C 2.63165 -2.27806 2.60741
C 3.28563 -1.19398 1.75479
C 2.85874 -1.17140 0.29254
N 1.40015 -1.07311 0.12141
C 0.65354 0.04367 0.35461
Se 1.23720 1.63736 0.96830
N -0.63124 -0.26936 0.01755
C -1.76765 0.64277 0.04752
C -2.77239 0.27391 1.13471
C -2.21780 0.35723 2.55609
C -2.01998 1.79428 3.03176
C -0.69339 -1.55678 -0.47979
C -1.73761 -2.29745 -0.99927
C -1.45772 -3.57924 -1.44465
C -0.16027 -4.09832 -1.37754
C 0.88711 -3.34486 -0.86866
C 0.60387 -2.06906 -0.42078
H 2.63898 -4.43584 2.93829
H 4.15093 -3.79494 2.28170
H 2.73974 -3.97949 1.24520
H 2.86707 -2.08984 3.65927
H 1.54322 -2.19049 2.52149
H 4.37384 -1.31603 1.75721
H 3.07752 -0.21196 2.17871
H 3.15797 -2.08471 -0.22090
H 3.33992 -0.35019 -0.24479
H -2.22631 0.62648 -0.93655
H -1.36168 1.64369 0.17983
H -3.16029 -0.73256 0.94865
H -3.61931 0.96141 1.03526
H -1.26262 -0.17653 2.59982
H -2.89817 -0.16618 3.23541
H -1.24417 2.29641 2.45196
H -1.71573 1.82555 4.08110
H -2.94846 2.36600 2.93200
H -2.73458 -1.88347 -1.07479
H -2.25335 -4.18172 -1.86393
H 0.03573 -5.09792 -1.74400
H 1.89467 -3.73632 -0.85099
```

⟨S²⟩: 0.765
Multiplicity: 2
Total energy in Eh: -6371.687130
Energy above the lowest of the compared OMol25 structures with the same formula, charge and spin in kJ/mol: 56.6
Orbital gap (spin up / spin down) in eV: 2.9 / 4.8
Net charge: -2